Record 1
# CH3CuFO5S2

A structure of composition CH3CuFO5S2 at a distorted geometry (wB97M-V/def2-TZVPD, OMol25).

Geometry as XYZ:
```
13
CH3CuFO5S2 (wB97M-V/def2-TZVPD)
O -1.92505 -0.76444 1.31496
S -1.62222 0.62300 1.50946
O -2.64583 1.58825 0.68855
F -2.32591 1.47677 -0.67175
O -0.21364 1.03085 0.91791
C 0.76964 0.02834 0.63169
S 0.53007 -0.50377 -1.10120
O 0.33001 0.66360 -1.86141
O -0.39619 -1.56109 -1.14571
H 1.73239 0.52768 0.71210
H 0.76249 -0.80838 1.32223
H 1.80099 -1.11758 -1.53713
Cu 3.20324 -1.18322 -0.77969
```

Its spin multiplicity is 2. Its total charge is +2. For the energy above the lowest of the compared OMol25 structures with the same formula, charge and spin, the calculation gives 0.0 kcal per mole. For the highest occupied orbital energy (alpha / beta), the calculation gives -20.358 / -20.345 eV. The value obtained for the HOMO-LUMO gap (alpha / beta) is 9.67 / 6.46 eV. For the LUMO energy (alpha / beta), the calculation gives -10.69 / -13.89 eV. The expectation value of S² is 0.760.

Record 2
# CH3F2N

A cluster of 2 separate species, CH3F2N in total at a distorted geometry (wB97M-V/def2-TZVPD, OMol25).

Geometry as XYZ:
```
7
CH3F2N (wB97M-V/def2-TZVPD)
C -0.13429 -0.42567 -0.41538
N 0.84304 0.14318 0.28076
F -1.65827 1.17389 0.23753
F -0.67089 -1.60823 0.02493
H -0.26958 -0.37320 -1.53447
H 0.96768 -0.14261 1.29614
H 0.92230 1.23264 0.11049
```

Its spin multiplicity is 3. For the energy above the lowest of the compared OMol25 structures with the same formula, charge and spin, the calculation gives 0.0 kcal per mole. For the highest occupied orbital energy (alpha / beta), the calculation gives -6.371 / -11.681 eV. The value obtained for the HOMO-LUMO gap (alpha / beta) is 7.34 / 7.91 eV. For the LUMO energy (alpha / beta), the calculation gives 0.97 / -3.77 eV. The expectation value of S² is 2.006.

Record 3
# CH3F2O2PS

The molecule CH3F2O2PS at a distorted geometry (wB97M-V/def2-TZVPD, OMol25).

Geometry as XYZ:
```
10
CH3F2O2PS (wB97M-V/def2-TZVPD)
C 0.07087 1.06657 -0.52597
O -1.85971 1.08142 1.36952
O -0.71265 -1.03762 0.77653
F 0.48856 -2.00218 -1.19293
F 1.77826 -1.00104 0.73777
P 0.50808 -2.06809 0.51946
S -1.46852 0.32357 0.20369
H 0.39895 0.20940 -1.19485
H -0.04760 2.12694 -0.88996
H 0.84377 1.30103 0.19673
```

Its spin multiplicity is 1. For the energy above the lowest of the compared OMol25 structures with the same formula, charge and spin, the calculation gives 4.0 kcal per mole. For the highest occupied orbital energy, the calculation gives -9.977 eV. The value obtained for the HOMO-LUMO gap is 10.35 eV. For the LUMO energy, the calculation gives 0.37 eV.

Record 4
# CH3F2O2PS

The molecule CH3F2O2PS at a distorted geometry (wB97M-V/def2-TZVPD, OMol25).

Geometry as XYZ:
```
10
CH3F2O2PS (wB97M-V/def2-TZVPD)
C -1.80942 0.02064 0.10073
O 0.75687 -0.75617 0.29187
O 2.66418 0.73605 0.58014
F 0.18855 1.58250 -0.31318
F 2.62501 -1.11554 -1.01878
P -0.25236 0.13943 -0.83467
S 2.38715 -0.65368 0.51292
H -2.43033 0.74327 -0.47283
H -2.34165 -0.86472 -0.00638
H -1.78801 0.16823 1.16019
```

Its spin multiplicity is 3. For the energy above the lowest of the compared OMol25 structures with the same formula, charge and spin, the calculation gives 0.0 kcal per mole. For the highest occupied orbital energy (alpha / beta), the calculation gives -5.457 / -11.103 eV. The value obtained for the HOMO-LUMO gap (alpha / beta) is 6.25 / 7.68 eV. For the LUMO energy (alpha / beta), the calculation gives 0.80 / -3.43 eV. The expectation value of S² is 2.004.

Record 5
# CH3F2PS

The molecule CH3F2PS at a distorted geometry (wB97M-V/def2-TZVPD, OMol25).

Geometry as XYZ:
```
8
CH3F2PS (wB97M-V/def2-TZVPD)
C 0.50494 0.61390 -0.34935
F 1.59605 0.94524 -1.17885
F 0.82181 1.12923 0.89234
P 0.31505 -1.26606 -0.25621
S -0.94641 1.28306 -1.24721
H 0.93927 -1.26042 -1.46821
H 1.44527 -1.35153 0.32439
H -1.35448 2.16373 -0.35191
```

Its spin multiplicity is 1. For the energy above the lowest of the compared OMol25 structures with the same formula, charge and spin, the calculation gives 72.0 kcal per mole. For the highest occupied orbital energy, the calculation gives -9.926 eV. The value obtained for the HOMO-LUMO gap is 10.66 eV. For the LUMO energy, the calculation gives 0.73 eV. The SMILES is FC(F)(P)S.

Record 6
# CH3F2PS

A structure of composition CH3F2PS at a distorted geometry (wB97M-V/def2-TZVPD, OMol25).

Geometry as XYZ:
```
8
CH3F2PS (wB97M-V/def2-TZVPD)
C -0.66341 0.01701 0.35308
F -0.61168 0.96747 -1.55437
F -1.67798 0.55704 1.04707
P 0.78422 1.10868 0.14559
S -1.00090 -1.55736 -0.07978
H 1.45719 0.63697 1.35638
H 1.63180 0.07367 -0.43426
H 0.08076 -1.80349 -0.83372
```

Its spin multiplicity is 1. For the energy above the lowest of the compared OMol25 structures with the same formula, charge and spin, the calculation gives 109.5 kcal per mole. For the highest occupied orbital energy, the calculation gives -9.583 eV. The value obtained for the HOMO-LUMO gap is 8.63 eV. For the LUMO energy, the calculation gives -0.95 eV.

Record 7
# CH3F2PS2

The molecule CH3F2PS2 at a distorted geometry (wB97M-V/def2-TZVPD, OMol25).

Geometry as XYZ:
```
9
CH3F2PS2 (wB97M-V/def2-TZVPD)
C -1.47809 -0.21613 0.18501
F 0.94205 1.09338 1.06923
F 0.91133 1.18140 -1.31208
P 1.46474 0.07440 -0.18241
S 3.31374 -0.26578 -0.24315
S -0.23795 -1.42169 -0.23586
H -1.29963 -0.06944 1.18602
H -2.37719 -0.88549 0.11082
H -1.23899 0.50934 -0.57758
```

Its spin multiplicity is 1. For the energy above the lowest of the compared OMol25 structures with the same formula, charge and spin, the calculation gives 16.1 kcal per mole. For the highest occupied orbital energy, the calculation gives -10.001 eV. The value obtained for the HOMO-LUMO gap is 9.64 eV. For the LUMO energy, the calculation gives -0.37 eV. The SMILES is CSP(F)(F)=S.

Record 8
# CH3F2PS2

A cluster of 2 separate species, CH3F2PS2 in total at a distorted geometry (wB97M-V/def2-TZVPD, OMol25).

Geometry as XYZ:
```
9
CH3F2PS2 (wB97M-V/def2-TZVPD)
C 2.65736 0.40301 0.03508
F -1.53981 1.12409 0.23125
F -0.58011 -1.14677 -0.12059
P -1.70207 -0.17462 -0.82917
S -3.45937 -0.97343 0.15074
S 3.15856 -1.12344 -0.11427
H 1.55554 0.72605 0.10906
H -3.41110 0.04793 0.97970
H 3.32099 1.11718 -0.44179
```

Its spin multiplicity is 3. For the highest occupied orbital energy (alpha / beta), the calculation gives -7.168 / -10.346 eV. The value obtained for the HOMO-LUMO gap (alpha / beta) is 7.47 / 8.26 eV. For the LUMO energy (alpha / beta), the calculation gives 0.30 / -2.08 eV. The expectation value of S² is 2.006.

Repeat the third record exactly.
# CH3F2O2PS

The molecule CH3F2O2PS at a distorted geometry (wB97M-V/def2-TZVPD, OMol25).

Geometry as XYZ:
```
10
CH3F2O2PS (wB97M-V/def2-TZVPD)
C 0.07087 1.06657 -0.52597
O -1.85971 1.08142 1.36952
O -0.71265 -1.03762 0.77653
F 0.48856 -2.00218 -1.19293
F 1.77826 -1.00104 0.73777
P 0.50808 -2.06809 0.51946
S -1.46852 0.32357 0.20369
H 0.39895 0.20940 -1.19485
H -0.04760 2.12694 -0.88996
H 0.84377 1.30103 0.19673
```

Its spin multiplicity is 1. For the energy above the lowest of the compared OMol25 structures with the same formula, charge and spin, the calculation gives 4.0 kcal per mole. For the highest occupied orbital energy, the calculation gives -9.977 eV. The value obtained for the HOMO-LUMO gap is 10.35 eV. For the LUMO energy, the calculation gives 0.37 eV.